Formula: C56H120F15N6O18S5
Source: the Open Molecules 2025 dataset
Level of theory: ωB97M-V/def2-TZVPD

Positions of all 220 atoms, in Å:
1 C -6.52647 -20.32192 1.63938
2 C -7.68920 -20.64328 0.70883
3 C -7.34558 -20.65340 -0.76599
4 C -8.61139 -20.82743 -1.67514
5 N -8.48788 -20.42516 -3.18496
6 C -9.71116 -21.07532 -3.98757
7 C -10.58269 -19.88748 -4.30097
8 C -10.01900 -18.57706 -3.67404
9 C -8.59958 -18.86729 -3.45589
10 C -7.09109 -20.95268 -3.73605
11 H -6.98607 -19.87189 2.51934
12 H -5.84732 -19.54899 1.27962
13 H -5.89267 -21.19629 1.78733
14 H -8.45499 -19.88419 0.86836
15 H -8.20993 -21.51722 1.10021
16 H -6.76135 -21.56490 -0.89225
17 H -6.75123 -19.79343 -1.07468
18 H -9.53070 -20.35515 -1.32885
19 H -8.83682 -21.89347 -1.64617
20 H -9.31062 -21.34569 -4.96459
21 H -10.19626 -21.93833 -3.53151
22 H -10.50376 -19.83697 -5.38694
23 H -11.61740 -19.98197 -3.97150
24 H -10.27391 -17.66538 -4.21436
25 H -10.48432 -18.51751 -2.69016
26 H -7.93491 -18.74346 -4.31086
27 H -8.11095 -18.31965 -2.65002
28 H -7.13133 -20.84739 -4.82021
29 H -6.86913 -21.99300 -3.49822
30 H -6.26341 -20.33842 -3.38146
31 C -1.88080 -19.81307 9.90227
32 C -0.97030 -21.00081 10.35101
33 C 0.59244 -20.93480 10.14782
34 C 1.31280 -22.22098 10.58713
35 N 2.79875 -22.37668 10.22419
36 C 3.40490 -23.60809 10.88979
37 C 4.85038 -23.26660 11.16278
38 C 4.89372 -21.80302 11.20795
39 C 3.58814 -21.21241 10.73787
40 C 2.98512 -22.56739 8.69392
41 H -1.80111 -19.66647 8.82512
42 H -1.61768 -18.89339 10.42482
43 H -2.89682 -20.11267 10.15923
44 H -1.34124 -21.95668 9.98112
45 H -1.13518 -21.14386 11.41893
46 H 0.93166 -20.03483 10.66073
47 H 0.73202 -20.55946 9.13405
48 H 0.86875 -23.14451 10.21561
49 H 1.32206 -22.25717 11.67649
50 H 3.26192 -24.54953 10.35935
51 H 2.81535 -23.72316 11.79935
52 H 5.45768 -23.58216 10.31442
53 H 5.23098 -23.81668 12.02339
54 H 5.60906 -21.47792 10.45250
55 H 5.28414 -21.51607 12.18434
56 H 3.63892 -20.49430 9.91943
57 H 3.09305 -20.64056 11.52271
58 H 2.46271 -23.41013 8.24118
59 H 4.06632 -22.62523 8.56837
60 H 2.70903 -21.67338 8.13479
61 C -1.16699 -24.53977 0.37912
62 C 0.14232 -23.75906 0.29416
63 C 1.35303 -24.32009 1.09450
64 C 2.58709 -23.74579 0.44645
65 N 3.86980 -23.96892 1.25866
66 C 4.11076 -25.39035 1.79080
67 C 3.78239 -25.38814 3.25572
68 C 4.19758 -24.04078 3.66814
69 C 3.78501 -23.09231 2.57936
70 C 5.11298 -23.49639 0.41980
71 H -1.98129 -24.09153 -0.19018
72 H -1.50917 -24.76769 1.38861
73 H -1.01050 -25.57322 0.06994
74 H -0.07022 -22.71093 0.50479
75 H 0.37844 -23.73970 -0.76978
76 H 1.36123 -25.38220 0.84961
77 H 1.23651 -24.28098 2.17754
78 H 2.57896 -22.66903 0.27726
79 H 2.73222 -24.27146 -0.49732
80 H 5.16386 -25.65732 1.70250
81 H 3.51272 -26.02090 1.13288
82 H 4.36341 -26.16354 3.75499
83 H 2.72828 -25.56264 3.47137
84 H 5.25378 -23.89025 3.89150
85 H 3.56980 -23.86247 4.54118
86 H 4.47931 -22.25675 2.66818
87 H 2.79135 -22.75593 2.87532
88 H 5.04143 -22.48145 0.02882
89 H 5.17068 -24.11723 -0.47426
90 H 6.00939 -23.58627 1.03337
91 C 3.88306 -9.88731 1.66439
92 C 4.23997 -11.16185 2.41611
93 N 5.72547 -11.34527 2.87150
94 C 6.69473 -11.48632 1.62004
95 C 6.16986 -10.18288 3.73977
96 C 7.65564 -10.19460 4.10520
97 C 5.87466 -12.68521 3.75169
98 C 5.06960 -13.92308 3.18967
99 O 5.38780 -14.25484 1.84129
100 C 4.91476 -15.49429 1.45207
101 H 2.88038 -9.74251 1.26219
102 H 4.49398 -9.66943 0.78837
103 H 4.03259 -9.01672 2.30299
104 H 3.99241 -11.99375 1.75676
105 H 3.70019 -11.22899 3.36069
106 H 6.26323 -12.20671 0.92511
107 H 7.63827 -11.74792 2.09900
108 H 6.75900 -10.55790 1.05258
109 H 5.42246 -10.00999 4.51411
110 H 6.02290 -9.25882 3.18066
111 H 7.85284 -9.39759 4.82213
112 H 8.32095 -9.84909 3.31394
113 H 8.10586 -11.10854 4.49265
114 H 5.69108 -12.47253 4.80486
115 H 6.92994 -12.95435 3.79716
116 H 3.99289 -13.78372 3.28646
117 H 5.37473 -14.73410 3.85092
118 H 5.35912 -15.73753 0.48694
119 H 3.87098 -15.53346 1.14050
120 H 5.13119 -16.38536 2.04135
121 C 0.16732 -19.18723 6.38823
122 C -0.03124 -18.67792 4.95013
123 N 1.06220 -19.05465 3.90315
124 C 0.65389 -18.43617 2.57017
125 C 2.44450 -18.50927 4.36885
126 C 3.64458 -18.91149 3.53060
127 C 1.20099 -20.59985 3.65177
128 C -0.11567 -21.41664 3.61952
129 O -1.08622 -20.77739 2.75019
130 C -2.31601 -21.48095 2.77023
131 H 1.08453 -18.86718 6.88259
132 H 0.26028 -20.26959 6.47740
133 H -0.62783 -18.87763 7.06645
134 H -0.08430 -17.58926 4.94011
135 H -1.00284 -19.06533 4.64352
136 H 1.20598 -18.86465 1.73368
137 H 0.86397 -17.36707 2.60175
138 H -0.39962 -18.60595 2.34791
139 H 2.63326 -19.08534 5.27473
140 H 2.43239 -17.42609 4.48991
141 H 3.81684 -19.97686 3.37761
142 H 4.58912 -18.57624 3.95904
143 H 3.51159 -18.43275 2.56044
144 H 1.90750 -20.97552 4.39191
145 H 1.63502 -20.77612 2.66757
146 H -0.43428 -21.47036 4.66054
147 H 0.08735 -22.38741 3.16730
148 H -2.62144 -21.32807 3.80533
149 H -2.21019 -22.54228 2.54555
150 H -2.99757 -20.93532 2.11764
151 C 4.04597 -17.00192 11.24550
152 C 3.71649 -17.20200 9.73939
153 N 4.14547 -16.05038 8.74633
154 C 3.62154 -14.71701 9.30501
155 C 5.71685 -15.85383 8.62476
156 C 6.24971 -14.68277 7.74111
157 C 3.51184 -16.44279 7.36795
158 C 2.04618 -15.91967 7.14544
159 O 1.22402 -16.57858 8.06612
160 C -0.02296 -15.95355 8.25862
161 H 5.06188 -16.65579 11.43580
162 H 3.90547 -17.94847 11.76742
163 H 3.34740 -16.25856 11.62960
164 H 2.64601 -17.40726 9.73324
165 H 4.23328 -18.05186 9.29355
166 H 3.62336 -13.93184 8.54896
167 H 4.25898 -14.54159 10.17161
168 H 2.56025 -14.78450 9.54417
169 H 5.94641 -16.82417 8.18449
170 H 6.09877 -15.72069 9.63694
171 H 6.28717 -13.68695 8.18275
172 H 5.80554 -14.57062 6.75206
173 H 7.31738 -14.89885 7.70262
174 H 3.63214 -17.51624 7.22186
175 H 4.18807 -15.99726 6.63835
176 H 1.57297 -16.06059 6.17369
177 H 2.15708 -14.83631 7.19176
178 H -0.61509 -15.87302 7.34703
179 H 0.03663 -14.94347 8.66395
180 H -0.53739 -16.56398 9.00080
181 C -4.08418 -21.15118 6.60996
182 F -2.93300 -20.59177 6.37388
183 F -4.29005 -22.12225 5.72989
184 F -4.01720 -21.69768 7.88880
185 S -5.43587 -19.81026 6.42051
186 O -6.73980 -20.43533 6.57459
187 O -5.14869 -18.88959 7.57330
188 O -5.18000 -19.24482 5.10161
189 C -0.84509 -24.55452 7.05347
190 F -0.51389 -24.11511 8.25131
191 F -1.19177 -25.82045 7.17166
192 F -1.80569 -23.77318 6.51868
193 S 0.74985 -24.36965 5.92691
194 O 1.79898 -25.21570 6.47709
195 O 0.24502 -24.83683 4.62814
196 O 1.11874 -22.95811 5.98092
197 C 6.87659 -19.22262 6.29164
198 F 6.34228 -18.26720 5.50139
199 F 7.81226 -19.79648 5.57528
200 F 7.37971 -18.82613 7.46076
201 S 5.45944 -20.48110 6.74948
202 O 5.12455 -21.15129 5.46773
203 O 6.08964 -21.29398 7.76182
204 O 4.40041 -19.64816 7.34565
205 C 2.59594 -18.32501 -1.13539
206 F 1.60919 -19.06798 -1.70834
207 F 3.03817 -17.39814 -1.94739
208 F 2.00207 -17.61199 -0.13743
209 S 3.96844 -19.49589 -0.41598
210 O 5.10731 -18.65867 0.08702
211 O 3.21172 -20.24572 0.61514
212 O 4.36003 -20.36798 -1.49823
213 C 0.79117 -13.51730 1.62248
214 F 1.62664 -12.44757 1.77296
215 F -0.37078 -13.08630 1.31650
216 F 1.08967 -14.39776 0.75398
217 S 0.50955 -14.43395 3.33861
218 O 0.24310 -13.28767 4.28050
219 O -0.59646 -15.33887 3.20298
220 O 1.79325 -15.13506 3.53787

Calculated values
Total charge = +2
DFT total energy = -200729.8476 eV
Highest occupied orbital energy (alpha / beta) = -0.4150 / -0.4150 hartree
Kohn-Sham gap (alpha / beta) = 8.21 / 3.29 eV
LUMO energy (alpha / beta) = -3.09 / -8.00 eV
Spin multiplicity = 2

Löwdin population analysis, charges in e, atoms 1 to 5: -0.097, -0.274, -0.187, -0.093, -0.181